Below is 7 unconnected molecules or ions with the total composition C24H68N6O7, with properties calculated with the ωB97M-V functional and the def2-TZVPD basis.

ORCA input file:
```
! wB97M-V def2-TZVPD RIJCOSX def2/J DEFGRID3
* xyz 0 1
C 3.525 -0.157 2.173
C 2.509 0.221 3.284
C 1.931 -1.108 3.975
O 1.110 -1.701 3.036
C 0.345 -2.694 3.737
N 3.224 1.022 4.379
H 4.528 -0.424 2.503
H 3.462 0.690 1.392
H 3.166 -1.085 1.710
H 1.672 0.795 2.794
H 1.425 -0.940 4.888
H 2.838 -1.660 4.106
H 1.027 -3.176 4.456
H -0.032 -3.440 3.001
H -0.559 -2.262 4.259
H 4.051 1.486 3.963
H 2.623 1.846 4.556
C 2.267 -0.203 -1.497
C 1.279 0.124 -2.629
C 1.883 -0.152 -3.998
O 2.924 0.755 -4.376
C 3.384 0.538 -5.710
N 0.060 -0.772 -2.521
H 1.808 0.017 -0.483
H 3.222 0.314 -1.593
H 2.636 -1.237 -1.609
H 0.844 1.098 -2.610
H 1.159 -0.131 -4.816
H 2.255 -1.145 -3.957
H 2.692 0.991 -6.442
H 3.404 -0.521 -5.969
H 4.367 1.009 -5.796
H 0.355 -1.747 -2.536
H -0.155 -0.706 -1.524
C -3.846 5.437 4.512
C -3.090 4.457 3.692
C -2.579 3.277 4.537
O -1.800 2.464 3.707
C -1.754 1.084 4.110
N -4.034 4.036 2.632
H -3.186 6.000 5.192
H -4.544 4.896 5.135
H -4.399 6.108 3.833
H -2.196 4.812 3.086
H -3.507 2.754 4.819
H -2.024 3.600 5.383
H -1.516 0.925 5.136
H -0.915 0.726 3.502
H -2.649 0.504 3.802
H -4.761 3.484 3.130
H -3.581 3.289 2.041
C -3.928 -3.183 0.519
C -3.274 -1.853 0.119
C -3.298 -1.764 -1.361
O -2.532 -2.850 -1.919
C -2.583 -2.910 -3.336
N -4.008 -0.719 0.600
H -3.591 -3.490 1.514
H -3.661 -3.916 -0.225
H -5.009 -3.007 0.489
H -2.287 -1.915 0.507
H -2.910 -0.780 -1.678
H -4.364 -1.829 -1.666
H -3.573 -2.912 -3.707
H -2.193 -3.943 -3.535
H -1.904 -2.116 -3.787
H -3.406 -0.065 1.062
H -4.812 -0.955 1.158
C 1.701 -5.184 -5.053
C 1.932 -4.051 -4.091
C 1.422 -4.567 -2.754
O 1.526 -3.604 -1.728
C 0.890 -3.848 -0.423
N 3.324 -3.659 -4.071
H 1.853 -6.243 -4.762
H 2.389 -5.007 -5.927
H 0.668 -5.155 -5.464
H 1.323 -3.219 -4.447
H 2.026 -5.403 -2.517
H 0.365 -4.799 -2.805
H -0.152 -4.217 -0.549
H 0.971 -2.921 0.153
H 1.459 -4.550 0.104
H 3.981 -4.459 -4.003
H 3.513 -3.150 -3.234
C -1.279 2.759 -1.104
C -0.001 3.005 -0.306
C 0.634 4.398 -0.625
O 1.884 4.543 0.089
C 2.463 5.750 -0.240
N -0.074 2.897 1.147
H -0.986 2.811 -2.191
H -2.018 3.563 -0.874
H -1.632 1.788 -0.803
H 0.755 2.295 -0.678
H -0.058 5.187 -0.352
H 0.758 4.356 -1.671
H 2.651 5.836 -1.358
H 3.435 5.823 0.238
H 1.807 6.578 0.018
H 0.791 3.194 1.610
H -0.841 3.426 1.553
O -0.647 0.094 1.098
H 0.001 -0.521 1.495
H -0.352 0.967 1.375
*
```

Properties
**LUMO energy**: 0.627 eV
**Structure (SMILES)**: COC[C@H](C)N.COC[C@H](C)N.COC[C@H](C)N.COC[C@H](C)N.COC[C@H](C)N.COC[C@H](C)N.O
**Energy above the lowest of the compared OMol25 structures with the same formula, charge and spin**: 2.226 eV
**Calculated total energy**: -1810.25557 a.u.
**HOMO**: -8.91 eV
**Largest force on an atom**: 0.083 Eh/bohr

Below is 7 unconnected molecules or ions with the total composition C24H68N6O7, with properties calculated with the ωB97M-V functional and the def2-TZVPD basis.

ORCA input file:
```
! wB97M-V def2-TZVPD RIJCOSX def2/J DEFGRID3
* xyz 0 1
C 4.869 1.196 -1.458
C 3.384 1.084 -1.330
C 2.722 0.530 -2.490
O 3.243 1.227 -3.706
C 2.681 0.728 -4.943
N 3.031 0.245 -0.119
H 3.259 0.882 0.680
H 1.980 0.097 0.044
H 3.406 -0.697 0.011
H 5.153 0.290 -1.855
H 5.488 1.423 -0.376
H 5.222 1.902 -1.976
H 3.163 2.211 -1.187
H 1.653 0.673 -2.369
H 2.883 -0.616 -2.808
H 3.006 1.130 -5.885
H 1.551 0.644 -4.780
H 2.995 -0.254 -4.896
O 0.545 -0.465 -0.108
H -0.392 0.003 -0.388
C -4.910 -2.175 0.513
C -3.705 -1.334 0.170
C -3.461 -0.157 1.123
O -4.628 0.689 1.170
C -4.529 1.596 2.174
N -2.426 -2.230 0.059
H -4.750 -2.472 1.577
H -5.145 -3.064 -0.113
H -5.727 -1.547 0.479
H -3.813 -1.060 -0.699
H -2.617 0.431 0.648
H -3.089 -0.457 2.012
H -4.612 1.326 3.260
H -5.512 2.299 2.242
H -3.677 2.321 2.290
H -1.696 -1.633 -0.311
H -2.048 -2.490 0.911
C -0.373 2.457 -1.194
C -0.692 3.974 -0.924
C 0.251 4.908 -1.680
O 1.572 4.825 -1.201
C 2.545 5.528 -1.894
N -2.180 4.207 -1.360
H -0.319 2.105 -2.146
H -1.224 1.916 -0.701
H 0.507 2.135 -0.560
H -0.677 4.281 0.179
H 0.010 5.955 -1.526
H 0.081 4.587 -2.912
H 3.350 5.630 -1.428
H 2.334 6.551 -2.158
H 2.592 5.059 -2.930
H -2.829 3.720 -0.845
H -2.493 4.016 -2.274
C 1.375 -4.573 1.632
C 1.084 -3.150 2.201
C -0.020 -3.138 3.292
O -1.267 -3.608 2.566
C -2.299 -3.620 3.565
N 2.312 -2.663 2.762
H 0.498 -4.941 1.085
H 1.765 -5.380 2.203
H 2.121 -4.491 0.649
H 0.614 -2.555 1.507
H -0.107 -2.030 3.531
H 0.190 -3.826 4.054
H -2.624 -2.699 3.844
H -2.017 -4.272 4.374
H -3.163 -3.940 3.060
H 2.270 -2.871 3.753
H 2.156 -1.658 2.936
C -0.573 1.173 4.567
C -0.329 1.470 3.034
C 0.270 2.780 2.701
O -0.623 3.877 2.953
C -0.153 5.185 2.726
N 0.540 0.386 2.542
H -0.865 2.157 4.890
H 0.276 0.889 5.164
H -1.016 0.161 4.839
H -1.456 1.307 2.379
H 0.507 3.037 1.781
H 1.016 2.897 3.340
H -0.853 5.948 2.792
H 0.365 5.213 1.655
H 0.616 5.678 3.306
H 0.612 0.190 1.513
H 0.191 -0.538 2.993
C 2.014 -3.947 -3.522
C 1.134 -2.877 -2.801
C -0.352 -3.153 -2.748
O -0.857 -3.306 -4.099
C -2.239 -3.623 -4.225
N 1.678 -2.622 -1.439
H 1.533 -4.024 -4.593
H 2.072 -5.048 -3.170
H 3.138 -3.588 -3.509
H 1.331 -1.961 -3.536
H -0.838 -2.258 -2.017
H -0.700 -4.117 -2.123
H -2.781 -3.615 -5.255
H -2.381 -2.797 -3.732
H -2.546 -4.475 -3.675
H 1.097 -1.951 -0.911
H 1.307 -3.168 -0.864
*
```

Properties
**LUMO energy**: 0.420 eV
**Energy above the lowest of the compared OMol25 structures with the same formula, charge and spin**: 15.429 eV
**Calculated total energy**: -1809.77037 a.u.
**HOMO**: -8.45 eV
**Largest force on an atom**: 0.207 Eh/bohr

Below is 7 unconnected molecules or ions with the total composition C24H68N6O7, with properties calculated with the ωB97M-V functional and the def2-TZVPD basis.

ORCA input file:
```
! wB97M-V def2-TZVPD RIJCOSX def2/J DEFGRID3
* xyz 0 1
C 1.826 5.374 -0.312
C 1.594 3.881 -0.439
C 2.981 3.073 -0.527
O 3.574 3.495 -1.655
C 4.744 2.975 -2.054
N 0.824 3.452 0.638
H -0.059 3.800 0.644
H 0.597 2.311 0.529
H 1.298 3.487 1.532
H 1.032 6.061 -0.706
H 2.551 5.673 -0.793
H 1.868 5.846 0.629
H 1.203 3.731 -1.476
H 2.670 2.167 -0.475
H 3.662 3.369 0.399
H 5.311 2.949 -1.124
H 5.289 3.678 -2.666
H 4.808 1.992 -2.464
O -0.021 0.942 0.183
H -0.260 0.178 -0.164
C -3.030 -1.566 0.536
C -2.650 -2.956 0.060
C -3.106 -4.054 1.050
O -2.531 -3.842 2.419
C -2.976 -4.651 3.451
N -3.361 -3.288 -1.244
H -2.993 -1.695 1.783
H -4.065 -1.423 0.245
H -2.278 -0.710 0.200
H -1.526 -2.915 -0.204
H -2.682 -4.913 1.003
H -4.318 -4.196 1.420
H -4.033 -4.609 3.572
H -2.687 -4.655 4.585
H -2.992 -5.827 3.045
H -3.045 -4.174 -1.540
H -4.445 -3.501 -0.930
C 2.381 -0.033 -4.421
C 0.886 0.116 -3.944
C 0.589 -0.929 -2.921
O 0.604 -2.139 -3.615
C 0.167 -3.254 -2.835
N 0.833 1.426 -3.314
H 3.190 -0.019 -3.687
H 2.511 0.847 -5.075
H 2.259 -0.886 -5.002
H 0.142 -0.167 -4.785
H -0.485 -0.552 -2.677
H 1.134 -1.156 -2.075
H 0.834 -3.606 -2.044
H 0.118 -4.143 -3.599
H -0.785 -2.836 -2.307
H -0.128 1.482 -3.348
H 1.117 1.457 -2.290
C -1.464 1.416 5.412
C -0.541 0.859 4.286
C -0.695 -0.679 3.904
O -0.164 -1.414 5.202
C 0.081 -2.724 4.908
N -0.893 1.551 3.045
H -1.249 1.115 6.540
H -2.493 1.058 5.256
H -1.567 2.376 5.561
H 0.548 1.210 4.537
H -0.241 -1.163 3.169
H -1.538 -0.786 3.813
H 0.735 -3.063 5.763
H 0.490 -2.929 3.901
H -0.871 -3.322 4.808
H -1.944 1.272 2.589
H -0.447 1.100 2.313
C 4.270 -1.286 1.659
C 2.937 -0.827 1.017
C 1.993 -2.019 0.993
O 2.586 -3.198 0.362
C 2.056 -4.512 0.755
N 2.402 0.371 1.517
H 4.831 -0.525 1.586
H 4.642 -2.188 1.191
H 3.940 -1.572 2.804
H 3.425 -0.484 0.122
H 1.008 -1.668 0.567
H 1.907 -2.031 2.174
H 2.340 -5.063 0.062
H 0.954 -4.412 0.779
H 2.436 -5.015 1.668
H 2.121 0.202 2.479
H 1.413 0.575 1.122
C -4.057 1.554 -2.526
C -2.597 1.717 -2.055
C -2.075 3.011 -2.704
O -1.794 2.751 -4.017
C -1.178 3.884 -4.806
N -2.577 1.905 -0.584
H -4.601 2.507 -2.346
H -4.686 0.742 -2.290
H -4.095 1.553 -3.560
H -2.107 0.793 -2.306
H -1.171 3.352 -2.152
H -2.639 3.799 -2.419
H -1.247 3.875 -5.810
H 0.039 3.822 -4.455
H -1.657 4.688 -4.514
H -1.557 1.621 -0.299
H -3.151 1.129 -0.228
*
```

Properties
**LUMO energy**: 0.606 eV
**Energy above the lowest of the compared OMol25 structures with the same formula, charge and spin**: 17.370 eV
**Calculated total energy**: -1809.69904 a.u.
**HOMO**: -8.59 eV
**Largest force on an atom**: 0.344 Eh/bohr

Below is 10 unconnected molecules or ions with the total composition C24H68O10, with properties calculated with the ωB97M-V functional and the def2-TZVPD basis.

ORCA input file:
```
! wB97M-V def2-TZVPD RIJCOSX def2/J DEFGRID3
* xyz 0 1
C 4.543 1.178 1.323
C 5.794 1.563 0.583
C 5.577 1.669 -0.945
O 6.369 2.726 1.180
H 4.744 0.901 2.376
H 3.987 0.351 0.870
H 3.837 2.042 1.385
H 6.568 0.812 0.813
H 4.826 2.431 -1.199
H 5.284 0.702 -1.338
H 6.550 1.977 -1.363
H 5.852 3.488 0.891
C -4.198 -1.384 2.631
C -4.491 -2.897 2.648
C -3.224 -3.779 2.453
O -5.256 -3.252 3.794
H -5.114 -0.776 2.782
H -3.714 -1.118 1.691
H -3.470 -1.292 3.441
H -5.214 -3.231 1.900
H -3.635 -4.769 2.392
H -2.526 -3.700 3.291
H -2.713 -3.509 1.519
H -4.843 -2.951 4.619
C 0.437 -2.572 4.067
C 1.495 -1.493 4.370
C 2.718 -1.638 3.491
O 0.864 -0.228 4.114
H 0.933 -3.459 4.442
H 0.271 -2.599 2.991
H -0.492 -2.368 4.607
H 1.788 -1.580 5.419
H 3.238 -2.579 3.705
H 3.422 -0.849 3.757
H 2.469 -1.543 2.430
H 1.335 0.508 4.492
C -4.424 -0.750 -3.434
C -5.014 -1.698 -2.330
C -4.389 -1.478 -0.937
O -6.412 -1.502 -2.397
H -4.501 0.320 -3.187
H -5.003 -0.979 -4.331
H -3.376 -1.072 -3.574
H -4.745 -2.700 -2.663
H -4.759 -2.186 -0.191
H -4.626 -0.453 -0.616
H -3.306 -1.655 -1.045
H -6.822 -2.093 -1.758
C -2.072 -3.740 -3.560
C -0.548 -3.404 -3.471
C 0.189 -3.972 -2.279
O 0.095 -3.817 -4.706
H -2.280 -4.817 -3.669
H -2.460 -3.135 -4.399
H -2.519 -3.398 -2.628
H -0.403 -2.294 -3.497
H 1.208 -3.579 -2.210
H 0.279 -5.051 -2.255
H -0.356 -3.675 -1.387
H -0.174 -4.727 -4.699
C 2.418 4.381 -0.444
C 3.659 5.233 -0.640
C 3.414 6.746 -0.782
O 4.675 5.003 0.354
H 2.687 3.335 -0.536
H 1.742 4.614 -1.280
H 1.873 4.656 0.482
H 4.168 4.942 -1.563
H 2.612 6.915 -1.496
H 4.340 7.234 -1.119
H 3.065 7.228 0.154
H 4.434 5.397 1.197
C 0.160 2.816 -3.490
C 0.927 1.491 -3.239
C 0.961 0.635 -4.518
O 2.213 1.907 -2.849
H 0.789 3.323 -4.248
H 0.083 3.430 -2.602
H -0.811 2.557 -3.910
H 0.416 0.926 -2.446
H 1.363 1.198 -5.338
H -0.054 0.227 -4.654
H 1.616 -0.190 -4.348
H 2.699 1.110 -2.568
C 0.658 1.375 0.820
C -0.556 0.468 0.704
C -0.209 -0.931 0.169
O -1.179 0.349 2.001
H 1.216 1.453 -0.116
H 1.312 1.050 1.640
H 0.313 2.400 1.035
H -1.282 0.979 0.069
H 0.344 -1.466 0.969
H 0.391 -0.909 -0.756
H -1.087 -1.538 -0.058
H -0.491 0.244 2.671
O -2.075 -0.125 5.462
H -2.485 0.416 4.771
H -1.393 -0.631 4.994
O -3.836 2.076 1.605
H -3.725 3.014 1.813
H -2.953 1.729 1.690
*
```

Properties
**LUMO energy**: 0.266 eV
**Structure (SMILES)**: CC(C)O.CC(C)O.CC(C)O.CC(C)O.CC(C)O.CC(C)O.CC(C)O.CC(C)O.O.O
**Energy above the lowest of the compared OMol25 structures with the same formula, charge and spin**: 1.552 eV
**Calculated total energy**: -1707.56478 a.u.
**HOMO**: -10.00 eV
**Largest force on an atom**: 0.033 Eh/bohr